1.
102
Properties=species:S:1:pos:R:3 method="wB97M-V/def2-TZVPD" smiles=CC(C)O.CC(C)O.CC(C)O.CC(C)O.CC(C)O.CC(C)O.CC(C)O.CC(C)O.CO e_above_lowest_kcal_mol=45.8
O -9.76022 -3.85037 20.24516
O -3.05849 -3.85092 26.96950
O -7.37329 1.67255 24.46900
O -8.52907 -8.05946 27.07007
O -7.68884 -5.53055 16.15454
O -8.86131 -0.32584 23.55325
O -5.84256 -9.79472 21.43917
O -7.39059 -4.14557 22.02639
O -4.69567 -4.18201 21.43229
C -2.89094 -4.06903 25.61499
C -10.90086 -4.59519 20.63240
C -9.49429 -0.52953 22.25655
C -7.36717 -3.44578 23.19142
C -6.10267 -7.49158 21.15556
C -7.84012 -9.17808 20.44054
C -8.64077 -0.05671 21.10546
C -4.04976 -1.90312 21.57975
C -8.35282 -8.15619 25.64389
C -1.84485 -3.00033 25.19772
C -4.41253 -3.05395 20.67372
C -6.81326 -8.77583 21.48329
C -5.71704 -0.02533 24.67947
C -4.22788 -3.88166 25.02939
C -9.75641 -8.63154 25.12187
C -5.96002 1.45678 24.31558
C -6.99208 -6.03412 17.26646
C -6.59415 -5.00759 18.28178
C -5.59443 1.80838 22.85758
C -5.75637 -6.73581 16.53686
C -3.26356 -3.49345 19.74488
C -10.86197 0.26236 22.26289
C -11.49494 -3.68175 21.70329
C -7.89680 -6.84340 25.05204
C -10.41868 -5.95228 21.14167
H -9.07092 -0.37571 20.15609
H -2.49703 -3.93099 20.38450
H -3.58668 -1.07260 21.04694
H -10.07726 -9.57316 25.56742
H -7.83953 -6.93100 23.96708
H -5.70680 -7.01467 22.05219
H -7.35590 -9.29350 19.47084
H -2.46456 -5.05420 25.42592
H -5.22570 -2.73291 20.02272
H -7.54497 -6.83379 17.75935
H -5.49935 2.09289 25.07139
H -0.92579 -3.13731 25.76753
H -7.23833 -8.64651 22.47862
H -4.09238 -4.90986 21.26531
H -12.45081 -4.12716 21.97902
H -4.19124 -3.99461 23.94588
H -6.49008 -4.18123 21.69561
H -8.52117 -5.99347 25.32748
H -11.72822 -2.71834 21.24993
H -1.58266 -3.19401 24.15760
H -6.35088 -0.75655 24.17781
H -7.43806 -4.70157 18.90006
H -5.22642 -5.89877 16.08231
H -6.84756 -6.78545 20.78863
H -6.29978 -4.10631 17.74406
H -8.51045 -8.91082 27.51330
H -5.05574 -4.57449 25.18017
H -9.48943 -0.55274 24.24288
H -4.52709 1.59720 22.79200
H -10.67397 1.25632 22.66884
H -3.39788 -2.23629 22.38731
H -10.89573 -3.66265 22.61361
H -8.53487 -5.14650 16.39608
H -11.59269 -4.71704 19.79896
H -8.25208 -10.16794 20.63690
H -7.81935 0.89397 24.12775
H -11.22570 -6.49528 21.63358
H -5.81871 2.86675 22.72478
H -5.15070 -7.34988 17.20333
H -7.64235 -8.95031 25.41429
H -9.71833 -1.59581 22.22574
H -6.87396 -3.97247 24.00839
H -11.33054 0.30188 21.27953
H -6.26154 -10.55321 21.85240
H -9.90094 -8.67009 24.04218
H -4.70401 -0.33358 24.42092
H -5.85633 -0.20178 25.74603
H -10.55459 -7.93514 25.37883
H -3.65346 -4.28966 19.11074
H -3.45152 -4.61492 27.39778
H -5.78594 -5.35806 18.92370
H -7.62592 -0.44992 21.16519
H -9.09776 -3.94466 20.93353
H -6.15167 1.17551 22.16689
H -11.49943 -0.30041 22.94482
H -6.83729 -2.50610 23.03538
H -2.89913 -2.68914 19.10584
H -8.61666 1.03089 21.03728
H -4.70783 -2.93923 25.29316
H -6.86646 -6.54524 25.24600
H -8.58062 -8.37837 20.45569
H -9.55235 -5.90770 21.80167
H -4.95589 -1.57960 22.09197
H -6.03572 -7.38727 15.70880
H -5.25539 -7.58167 20.47578
H -8.39271 -3.22785 23.48953
H -2.24953 -1.99252 25.29067
H -10.12600 -6.53077 20.26544

2.
This record from the Open Molecules 2025 dataset describes a structure of composition C25H70MgN8O13. The level of theory is ωB97M-V with the def2-TZVPD basis set.

```
117
C25H70MgN8O13 ωB97M-V with the def2-TZVPD basis set
Mg -2.23961 0.14737 0.79400
O -0.62427 -0.68549 -0.09408
O -3.62188 1.66417 4.20864
O -4.27475 2.93485 2.69493
O 2.07663 3.72288 -1.45976
O 6.13829 -0.03717 0.33866
O -3.10579 1.27155 2.17307
O -0.33042 0.35697 1.57892
O -6.19656 -3.85254 -3.12343
O -4.38196 -3.55529 1.10594
O 4.68459 0.35677 4.70823
O -1.70759 2.07201 -0.12014
O 0.07989 -1.18419 -3.98436
O 1.38898 -0.53288 0.67824
N -3.68280 1.95310 3.03212
N -4.68146 -2.18754 -1.43356
N 2.20953 4.94754 -4.90361
N -3.54795 0.10588 -0.65505
N -2.88989 -1.53025 1.75394
N 3.01708 3.59386 4.63176
N 0.19453 -0.31385 0.71270
N 4.01268 -2.10495 0.30672
C -4.73016 -4.04884 -3.15727
C 0.75636 5.78102 -3.11175
C -2.97416 0.88948 -1.72459
C 5.97598 -0.11676 5.06793
C 2.50640 1.77339 3.10182
C -6.92735 -4.92110 -3.63005
C 4.89342 -1.81165 1.44279
C 2.03151 4.95513 -3.46149
C -5.35961 -4.54628 0.87182
C -2.55258 2.29080 -1.26483
C 6.66345 1.23542 0.24127
C 4.62025 1.80590 4.59126
C -4.00788 0.96096 -2.87979
C 0.41912 0.11044 -3.53926
C -2.62493 -2.93786 -2.48144
C -4.13193 -2.72208 -2.73222
C 3.13542 2.17578 4.45447
C -2.21398 -2.79194 1.82350
C -1.24268 -2.88580 3.00777
C 5.46856 -0.39196 1.52665
C 2.13248 2.44697 -0.72263
C 2.09407 3.53058 -2.85725
C -1.23160 3.33003 0.39196
C -3.25879 -4.00315 1.85630
C 6.04517 -2.83135 1.35122
H -3.51935 1.22409 -3.81798
H 7.35797 1.50769 1.03601
H 3.11277 4.51150 -5.02252
H 5.16619 2.25217 3.76006
H 3.13339 2.19424 2.31578
H 0.08809 0.95532 -4.14316
H 6.09093 -1.19877 5.13230
H -2.45020 -3.71499 -1.73738
H -4.97153 -5.35800 0.25650
H -2.87951 -4.92945 1.42478
H 2.88798 5.53318 -3.11448
H 5.70102 -3.84465 1.14417
H -2.17130 -3.20863 -3.43487
H -4.44300 -4.71584 -2.34441
H 2.05076 3.84805 4.48441
H 5.82581 1.93285 0.23334
H 5.02889 2.31968 5.46140
H 1.45248 2.04459 3.04012
H -4.77327 1.71221 -2.68513
H -6.75140 -5.76433 -2.96216
H 1.23379 1.87453 -0.95229
H 3.06679 -1.79198 0.47240
H -0.41670 -2.20178 2.81288
H 2.51589 1.77483 5.25668
H 4.29965 -1.48829 -0.43992
H -4.29776 -4.42353 -4.08504
H 1.30998 2.87823 -3.24162
H 6.72238 -2.57084 0.53783
H -3.37682 2.97847 -1.07553
H -0.18322 5.34439 -3.45037
H 4.34075 -2.08657 2.34116
H -4.39501 -2.87638 -0.75271
H 3.29795 3.99052 3.74641
H -7.98850 -4.69540 -3.73555
H -4.27000 -1.94020 -3.47903
H 1.48891 0.23156 -3.70941
H 3.06328 3.14673 -3.17569
H 4.65839 0.32144 1.67759
H -3.93761 -0.68357 -1.15005
H -1.60505 -2.81095 0.91965
H 2.47098 5.88145 -5.18564
H 6.23182 0.19354 6.08103
H -3.72050 -1.94009 1.35119
H 2.58146 0.68788 3.03741
H -6.15349 -4.18284 0.21930
H 3.10419 1.95588 -0.77463
H 7.26844 1.27549 -0.66454
H 2.18039 2.67929 0.34125
H -0.68512 -3.81794 3.09913
H -2.02365 2.78675 -2.07869
H -0.86655 3.83365 -0.50313
H -1.95251 4.00422 0.85441
H 6.15932 -0.32230 2.36695
H -6.61052 -5.19969 -4.63510
H 0.79557 5.78007 -2.02247
H 0.88909 -1.61636 -4.26726
H 6.79230 0.32434 4.49594
H -0.48456 3.20449 1.17573
H -3.26481 -1.38139 2.67989
H -1.73176 -2.72022 3.96771
H -4.51088 0.02516 -3.12341
H -3.50955 -4.08525 2.91389
H -2.23830 -1.98617 -2.11688
H -5.89637 -4.88915 1.75637
H -4.38566 0.61557 -0.41302
H 6.57872 -2.87271 2.30081
H 0.90195 6.80185 -3.46506
H 0.28615 0.27858 -2.47055
H -2.02414 0.42363 -1.98643
H -5.64967 -2.42974 -1.58847
```

3.
109
Properties=species:S:1:pos:R:3 method="wB97M-V/def2-TZVPD" smiles="NC(N)=O.NC(N)=O.CC(C)O.CC(C)O.CC(C)O.CC(C)O.CC(C)O.CC(C)O.CC(C)O.CCO"
O -1.06259 1.55248 6.56379
O -1.21267 8.18732 1.26410
O 1.12570 1.30773 1.31685
O 4.89264 -1.70638 3.82880
O -5.81328 -4.36978 -2.82945
O 3.82653 8.14523 -4.27874
O 2.17813 -5.99347 5.04906
O 6.86280 -0.21781 -6.01402
O -3.36749 5.18184 -1.28229
O -0.79168 -6.42782 -4.54369
N 5.94791 -1.82442 -4.77785
N 0.76752 8.61290 2.28878
N 6.56423 -2.30868 -6.78711
N 0.35564 6.69358 1.82224
C -0.01862 -5.08193 -6.42608
C 0.03629 -4.88569 4.58234
C 5.80624 -1.28181 4.73746
C 6.47629 -1.37766 -5.89059
C -7.83772 -3.65623 -3.83856
C -6.35443 -3.36172 -3.68970
C -2.30672 -0.16125 7.73874
C -0.18758 -0.02384 -0.01877
C -4.72071 4.71554 -1.04106
C -4.95873 3.59606 -2.02575
C -0.14789 7.88257 1.73790
C 4.02432 5.90620 -5.31250
C -0.63882 -4.02153 -4.17619
C -6.17132 -1.94994 -3.14793
C -3.57559 1.42506 6.30221
C -4.78775 4.03470 0.29687
C -0.13314 -5.23677 -4.91409
C 0.92381 -6.07856 4.39664
C 5.06658 -1.02179 6.01272
C 7.02548 -2.23067 4.82848
C 3.44045 6.78423 -4.11253
C 0.28730 -7.36821 4.83363
C 0.90289 1.06204 -0.04949
C -2.21862 0.66282 6.49787
C 1.95258 6.67658 -3.97057
H 5.98560 -2.81757 -4.59805
H -1.54382 -3.70091 -4.69223
H -0.99036 1.94757 5.69185
H 1.67223 5.67065 -3.65814
H -5.94583 3.13374 -2.02554
H -1.00856 -4.99339 4.29118
H -8.34858 -2.95541 -4.49886
H -0.32121 -7.77318 4.02503
H -2.45917 0.52662 8.57041
H 6.82008 -3.29008 4.98193
H 4.30645 -2.41944 4.09248
H 7.42928 -2.06154 3.83026
H -3.02664 -0.96224 7.57072
H 4.57313 -1.88314 6.46293
H 4.14306 4.87997 -4.96488
H -4.85259 3.93930 -3.05484
H -0.63235 -0.29716 -0.97562
H 0.20941 -6.10185 -6.73571
H 1.03377 0.44999 1.73807
H 3.92724 6.54101 -3.16809
H 0.87219 -5.20630 -4.49401
H 0.02683 6.00355 1.16206
H -2.08103 -0.02429 5.66299
H -6.05006 -5.23578 -3.16943
H -5.11417 4.75572 1.04631
H 0.61140 9.58493 2.06317
H 5.06882 6.18412 -5.45355
H 0.74706 -4.39217 -6.78115
H -0.36105 -7.35874 5.70979
H 0.30286 -0.89796 0.40959
H 1.00158 -8.17625 4.99166
H -7.99858 -4.66570 -4.21696
H 6.87981 -2.16692 -7.73602
H -1.37885 -0.70661 7.91117
H 0.53020 1.93584 -0.58397
H 1.54318 7.37228 -3.23811
H 6.26789 -0.38509 4.32407
H -3.21456 5.93738 -0.71012
H -3.57477 1.70437 5.24860
H 1.41704 6.95646 -4.87775
H 1.75726 0.56517 -0.50914
H 1.46127 8.25471 2.92948
H -4.28423 0.59685 6.30383
H -8.18474 -3.58183 -2.80796
H 0.25897 -4.04187 3.92930
H 1.17190 -6.20979 3.34339
H 4.30586 -0.25597 5.86134
H 7.65156 -1.77975 5.59840
H -3.82746 3.62887 0.61505
H 6.25909 -3.23333 -6.51873
H -5.81863 -3.49780 -4.62912
H 5.80181 -0.64799 6.72533
H 0.19362 -4.54258 5.60490
H -5.10663 -1.79584 -2.97251
H 0.09616 -3.22321 -4.27906
H -6.69542 -1.73941 -2.21568
H 3.22428 8.58539 -4.88300
H 3.44309 6.04102 -6.22469
H -3.77665 2.14562 7.09497
H -4.21177 2.80963 -1.91766
H -5.33787 3.09689 0.37426
H -5.45996 5.49278 -1.23473
H 1.10588 6.57308 2.48762
H 5.68898 -1.11205 -4.11033
H 2.75863 -6.60937 4.59597
H -6.53464 -1.17104 -3.81832
H -0.77154 -4.37672 -3.15427
H -1.13578 0.31258 0.40056
H -0.93336 -4.80039 -6.94769
H -1.72458 -6.37630 -4.76422

Number 1: E_LUMO 0.388 eV, F_max 3.044 eV/Å. Number 2: E_LUMO 0.253 eV, F_max 5.694 eV/Å. Number 3: E_LUMO 0.138 eV, F_max 6.516 eV/Å.